{"formula": "C2H7NO2S2", "method": "ωB97M-V with the def2-TZVPD basis set", "symbols": ["C", "C", "N", "O", "O", "S", "S", "H", "H", "H", "H", "H", "H", "H"], "coordinates": [[-0.689, 1.657, -1.286], [1.513, -2.012, -0.283], [0.607, 1.180, -0.933], [-0.502, 1.228, 1.334], [1.985, 0.720, 1.103], [0.035, -1.352, 0.652], [0.619, 0.640, 0.629], [-0.600, 2.525, -1.999], [-1.311, 0.882, -1.826], [-1.149, 2.018, -0.312], [1.748, -3.047, -0.036], [2.289, -1.382, -0.080], [1.565, -2.136, -1.308], [1.502, 1.696, -1.052]], "lowdin_charge": [-0.17, -0.38, -0.24, -0.39, -0.35, 0.72, 0.36, 0.10, 0.10, 0.08, 0.04, -0.02, 0.01, 0.13], "homo_ev": -9.8, "energy_ha": -1081.95861, "lumo_energy_ev": 0.51, "e_above_lowest_kcal_mol": 49.2, "homo_lumo_gap_ha": 0.3772, "largest_force_ev_per_a": 2.94, "smiles": "CNS(=O)(=O)SC"}

=====

{"formula": "C4H4Cl3N3", "method": "ωB97M-V with the def2-TZVPD basis set", "symbols": ["C", "C", "C", "C", "N", "N", "N", "Cl", "Cl", "Cl", "H", "H", "H", "H"], "coordinates": [[-1.227, -0.837, 1.175], [-1.283, 0.230, 0.354], [-0.340, -1.879, 0.844], [0.688, 0.474, -1.300], [0.255, -2.818, 0.592], [-0.010, 0.751, -0.166], [1.897, 0.922, -1.569], [-2.315, 1.523, 0.853], [-0.355, -0.599, 3.128], [0.471, -1.143, -1.875], [-2.192, -0.924, 1.706], [0.014, 1.704, 0.042], [2.286, 0.709, -2.491], [2.110, 1.887, -1.294]], "lowdin_charge": [-0.55, -0.77, -0.41, -0.67, 0.15, 0.04, 0.11, 0.68, 0.16, 0.82, 0.09, 0.09, 0.12, 0.14], "homo_ev": [-7.8, -7.8], "energy_ha": -1699.54623, "lumo_energy_ev": [-1.19, -1.19], "e_above_lowest_kcal_mol": 4.4, "homo_lumo_gap_ha": [0.2438, 0.2438], "largest_force_ev_per_a": 5.01}

=====

{"formula": "C17H23ErO2", "method": "ωB97M-V with the def2-TZVPD basis set", "symbols": ["Er", "C", "C", "C", "H", "C", "C", "H", "H", "H", "H", "C", "C", "C", "H", "C", "C", "H", "H", "H", "H", "O", "C", "C", "C", "C", "C", "H", "H", "H", "H", "H", "H", "H", "H", "H", "H", "C", "C", "O", "H", "H", "H"], "coordinates": [[-0.656, 0.076, 0.873], [-1.108, 1.199, 2.970], [-0.387, 0.037, 3.300], [0.901, 0.149, 2.751], [-0.774, -0.813, 3.830], [0.984, 1.384, 2.083], [-0.255, 2.037, 2.220], [-0.505, 3.005, 1.824], [-2.133, 1.398, 3.231], [1.657, -0.616, 2.761], [1.827, 1.741, 1.517], [-2.911, 0.228, -0.008], [-2.491, 1.536, 0.248], [-1.384, 1.811, -0.592], [-2.907, 2.202, 0.983], [-1.175, 0.685, -1.410], [-2.094, -0.301, -1.038], [-2.147, -1.305, -1.418], [-3.684, -0.307, 0.514], [-0.819, 2.727, -0.626], [-0.378, 0.577, -2.126], [0.867, -0.555, 0.061], [2.370, 0.184, -2.431], [2.425, -1.111, -1.703], [3.086, 1.359, -1.880], [1.826, 0.223, -3.810], [1.125, -1.464, -0.970], [3.229, -1.111, -0.962], [2.631, -1.933, -2.397], [0.300, -1.516, -1.687], [1.211, -2.458, -0.519], [4.154, 1.357, -2.149], [3.042, 1.369, -0.792], [2.678, 2.300, -2.251], [2.586, -0.036, -4.563], [1.457, 1.214, -4.080], [1.010, -0.489, -3.947], [-2.604, -2.344, 2.291], [-1.416, -2.147, 1.408], [-0.832, -3.117, 0.954], [-2.998, -1.358, 2.611], [-2.312, -2.925, 3.191], [-3.396, -2.891, 1.739]], "mulliken_spin": [3.03, -0.01, 0.00, 0.00, 0.00, -0.01, 0.00, 0.00, 0.00, 0.00, 0.00, -0.01, -0.01, 0.00, 0.00, 0.00, -0.01, 0.00, 0.00, 0.00, 0.00, 0.00, 0.00, 0.00, 0.00, 0.00, 0.00, 0.00, 0.00, 0.00, 0.00, 0.00, 0.00, 0.00, 0.00, 0.00, 0.00, 0.00, 0.00, 0.00, 0.00, 0.00, 0.00], "homo_ev": [2.5, 2.5], "total_charge": -2, "spin_multiplicity": 4, "energy_ha": -1826.94202, "s2": 3.755, "lumo_energy_ev": [4.62, 4.62], "homo_lumo_gap_ha": [0.0797, 0.0797], "largest_force_ev_per_a": 6.37}

=====

{"formula": "C3H7N3OS", "method": "ωB97M-V with the def2-TZVPD basis set", "symbols": ["C", "C", "C", "H", "H", "H", "H", "H", "H", "H", "N", "N", "N", "O", "S"], "coordinates": [[0.043, -0.280, 0.186], [-0.590, 0.171, -1.163], [2.321, 0.069, 1.094], [-2.721, -0.315, 1.818], [-2.598, 0.413, 0.312], [-1.624, -0.313, -1.201], [-0.868, 1.301, -1.011], [0.279, -0.781, -2.621], [1.699, 0.063, -0.820], [3.315, 0.583, 0.840], [-2.038, -0.309, 0.943], [-0.693, -0.324, 1.212], [1.390, -0.217, 0.074], [0.061, 0.198, -2.416], [2.025, -0.260, 2.753]], "lowdin_charge": [-0.39, -0.23, -0.59, 0.13, 0.12, 0.11, 0.16, 0.14, 0.10, 0.08, -0.09, -0.01, 0.00, -0.08, 0.54], "homo_ev": -8.2, "energy_ha": -756.08764, "lumo_energy_ev": 0.06, "e_above_lowest_kcal_mol": 92.0, "homo_lumo_gap_ha": 0.3034, "largest_force_ev_per_a": 5.65, "smiles": "N/N=C(\\CO)NC=S"}

=====

{"formula": "C10H34BaO10", "method": "ωB97M-V with the def2-TZVPD basis set", "symbols": ["Ba", "C", "O", "H", "H", "H", "H", "C", "O", "H", "H", "H", "H", "C", "O", "H", "H", "H", "H", "C", "O", "H", "H", "H", "H", "C", "O", "H", "H", "H", "H", "C", "O", "H", "H", "H", "H", "C", "O", "H", "H", "H", "H", "C", "O", "C", "O", "O", "C", "H", "H", "H", "H", "H", "H"], "coordinates": [[-0.653, -0.701, 0.309], [-6.230, 1.257, -0.491], [-5.323, 0.906, 0.576], [-6.312, 2.333, -0.647], [-5.909, 0.727, -1.388], [-7.268, 0.958, -0.342], [-5.776, 1.022, 1.414], [-2.040, 2.702, -4.580], [-2.084, 1.406, -4.041], [-2.472, 2.722, -5.581], [-2.754, 3.279, -3.993], [-1.038, 3.130, -4.547], [-2.592, 0.849, -4.634], [4.101, -3.176, 3.300], [3.076, -3.499, 2.358], [3.761, -2.346, 3.920], [4.378, -4.068, 3.861], [5.024, -2.847, 2.821], [3.371, -4.281, 1.886], [-4.910, -4.493, -1.834], [-3.523, -4.380, -1.742], [-5.598, -3.798, -1.353], [-5.245, -4.453, -2.870], [-5.215, -5.487, -1.504], [-3.130, -5.123, -2.206], [-2.196, 5.250, 1.013], [-1.397, 4.224, 0.399], [-1.803, 5.467, 2.006], [-2.140, 6.257, 0.599], [-3.224, 4.938, 1.196], [-0.579, 4.668, 0.163], [3.131, -0.226, -4.228], [3.024, -1.109, -3.099], [4.201, -0.206, -4.436], [2.544, -0.479, -5.111], [2.967, 0.775, -3.828], [3.768, -1.695, -3.259], [-1.844, -5.369, 3.342], [-2.390, -4.088, 3.251], [-1.123, -5.512, 4.147], [-2.651, -6.101, 3.352], [-1.365, -5.546, 2.379], [-3.062, -3.940, 3.921], [6.280, 1.358, 0.064], [5.949, 2.306, 1.049], [4.712, 2.491, 1.573], [3.769, 1.740, 1.396], [4.775, 3.495, 2.387], [3.725, 3.776, 3.224], [7.358, 1.199, 0.082], [6.056, 1.783, -0.914], [5.720, 0.435, 0.215], [2.841, 4.117, 2.685], [3.929, 4.490, 4.021], [3.388, 2.864, 3.718]], "lowdin_charge": [1.89, -0.14, -0.15, 0.08, 0.07, 0.08, 0.07, -0.16, -0.15, 0.09, 0.08, 0.08, 0.07, -0.15, -0.15, 0.08, 0.09, 0.08, 0.07, -0.18, -0.13, 0.08, 0.08, 0.08, 0.08, -0.15, -0.14, 0.07, 0.09, 0.08, 0.07, -0.14, -0.16, 0.08, 0.08, 0.07, 0.07, -0.17, -0.14, 0.09, 0.09, 0.07, 0.08, -0.04, 0.00, -0.59, 0.08, 0.05, -0.06, 0.10, 0.10, 0.09, 0.10, 0.11, 0.10], "homo_ev": -14.8, "total_charge": 2, "energy_ha": -1178.56619, "lumo_energy_ev": -8.25, "e_above_lowest_kcal_mol": 33.3, "homo_lumo_gap_ha": 0.2421, "largest_force_ev_per_a": 2.92}

=====

{"formula": "C19H24CoIN3O3S3", "method": "ωB97M-V with the def2-TZVPD basis set", "symbols": ["Co", "O", "C", "C", "C", "C", "C", "C", "C", "O", "N", "N", "C", "S", "C", "C", "S", "H", "H", "H", "H", "H", "H", "H", "H", "H", "I", "C", "C", "C", "C", "N", "C", "H", "H", "H", "H", "C", "C", "S", "O", "C", "C", "H", "H", "H", "H", "H", "H", "H", "H", "H", "H", "H"], "coordinates": [[0.358, -0.749, 0.008], [-4.988, -0.955, -0.110], [-4.668, 0.380, -0.064], [-5.748, 1.266, -0.073], [-5.524, 2.641, -0.028], [-4.220, 3.127, 0.028], [-3.139, 2.238, 0.036], [-3.339, 0.845, -0.010], [-2.200, -0.137, 0.000], [-1.071, 0.367, 0.008], [-2.410, -1.409, -0.002], [-1.109, -1.892, 0.008], [-0.998, -3.175, 0.047], [0.605, -3.909, 0.062], [0.038, -5.570, 0.480], [-1.274, -5.790, -0.241], [-2.311, -4.351, 0.087], [-4.113, -1.416, -0.087], [-6.759, 0.874, -0.117], [-6.363, 3.328, -0.035], [-4.032, 4.196, 0.064], [-2.126, 2.631, 0.080], [-0.085, -5.650, 1.566], [0.783, -6.309, 0.172], [-1.770, -6.698, 0.115], [-1.124, -5.891, -1.322], [5.268, -3.053, -2.057], [4.318, -1.685, -0.831], [5.053, -0.806, -0.043], [4.378, 0.102, 0.771], [2.992, 0.093, 0.762], [2.252, -0.749, 0.008], [2.933, -1.621, -0.774], [6.139, -0.815, -0.051], [4.921, 0.801, 1.397], [2.423, 0.782, 1.380], [2.305, -2.281, -1.366], [3.265, 2.442, -1.292], [2.730, 2.113, 0.088], [1.058, 1.407, 0.008], [0.735, 0.835, 1.356], [0.117, 2.950, -0.194], [-0.014, 3.748, 1.088], [4.297, 2.799, -1.220], [2.676, 3.222, -1.783], [3.258, 1.560, -1.941], [2.743, 2.990, 0.738], [3.370, 1.351, 0.546], [-0.881, 2.657, -0.536], [0.569, 3.551, -0.987], [-0.503, 3.164, 1.874], [-0.622, 4.642, 0.911], [0.956, 4.078, 1.469], [0.851, -2.265, 0.008]], "mulliken_spin": [2.89, 0.00, 0.00, 0.00, 0.00, 0.00, 0.00, 0.01, -0.02, 0.10, 0.05, 0.04, 0.00, 0.16, 0.15, 0.01, 0.02, -0.01, 0.00, 0.00, 0.00, 0.00, -0.01, 0.00, 0.01, 0.00, 0.00, -0.01, 0.00, 0.00, 0.01, 0.07, 0.01, 0.00, 0.00, 0.01, -0.03, 0.00, 0.03, 0.03, 0.07, 0.01, 0.01, 0.00, 0.00, 0.00, 0.01, -0.01, -0.01, 0.00, 0.00, 0.00, 0.00, 0.40], "homo_ev": [-10.2, -10.5], "total_charge": 1, "spin_multiplicity": 5, "energy_ha": -4002.83581, "s2": 6.026, "lumo_energy_ev": [-3.25, -4.29], "e_above_lowest_kcal_mol": 30.1, "homo_lumo_gap_ha": [0.2557, 0.2290], "largest_force_ev_per_a": 5.39}